The following is a DFT calculation (ωB97M-V/def2-TZVPD) of a 4-piece molecular cluster, C20H30F13N4O3 overall in a non-equilibrium geometry.

Properties
E_LUMO = -3.25 eV
DFT total energy = -2522.81315 Eh
Net charge = +1
HOMO-LUMO gap = 0.285 hartree

Last column: natural (NBO) charge in e.
CARTESIAN COORDINATES (ANGSTROEM)
C 3.3730 -1.8785 2.9617  -0.090
C 3.3089 -2.2859 1.8118  -0.111
C 3.5193 -2.5817 0.4210  -0.300
N 2.5610 -1.8548 -0.4865  -0.485
C 2.1576 -0.4741 -0.0313  -0.235
C 0.7957 -0.5199 0.6891  -0.506
C -0.2638 0.2789 -0.0400  0.649
F -0.2206 0.1293 -1.3560  -0.311
F 0.0281 1.5619 0.1982  -0.321
C -1.6809 0.0393 0.5351  0.583
F -1.5581 0.1486 1.8499  -0.295
F -2.4765 1.0149 0.1464  -0.283
C -2.2555 -1.3756 0.2156  0.571
F -1.4942 -2.0296 -0.6545  -0.305
F -2.2246 -2.0833 1.3346  -0.294
C -3.7141 -1.4156 -0.2943  0.588
F -3.9164 -2.6717 -0.6930  -0.303
F -3.8805 -0.6695 -1.3497  -0.275
C -4.8067 -1.1094 0.7785  0.548
F -4.3432 -0.3827 1.7832  -0.296
F -5.7387 -0.3947 0.1811  -0.283
C -5.5316 -2.3577 1.3571  0.926
F -4.7092 -3.2625 1.8035  -0.295
F -6.3600 -2.8516 0.5012  -0.285
F -6.2445 -1.9284 2.3783  -0.300
H 3.4711 -1.5436 3.9547  0.261
H 3.3429 -3.6450 0.2757  0.258
H 4.5388 -2.4140 0.1059  0.267
H 3.0381 -1.7400 -1.3827  0.449
H 1.7373 -2.4199 -0.6897  0.442
H 2.9339 0.0060 0.5457  0.268
H 2.0312 0.1095 -0.9385  0.248
H 0.9279 -0.0465 1.6534  0.276
H 0.4882 -1.5346 0.9236  0.237
C 2.3671 5.9229 3.2363  -0.722
C 2.1990 4.7374 2.3208  0.682
O 3.1430 4.1659 1.7914  -0.654
N 0.9444 4.2795 2.0806  -0.614
C -0.3246 4.7635 2.5971  -0.413
H 3.4245 6.1535 3.3217  0.249
H 1.8510 6.7937 2.8307  0.233
H 1.9777 5.6959 4.2293  0.232
H 0.9344 3.4945 1.4496  0.394
H -0.8237 3.9620 3.1443  0.197
H -0.9628 5.0663 1.7657  0.203
H -0.1836 5.6094 3.2606  0.217
C 4.8065 4.6706 -0.7877  -0.723
C 5.9147 3.9217 -1.4859  0.680
O 5.9878 2.6990 -1.4560  -0.663
N 6.8430 4.6476 -2.1597  -0.611
C 6.9208 6.0900 -2.3061  -0.412
H 4.1572 3.9574 -0.2954  0.259
H 5.2137 5.3420 -0.0319  0.233
H 4.2197 5.2408 -1.5106  0.220
H 7.5525 4.0845 -2.6014  0.400
H 6.8780 6.3504 -3.3648  0.200
H 7.8677 6.4458 -1.8974  0.202
H 6.1056 6.5827 -1.7881  0.213
C -4.3027 -5.6089 -1.9002  -0.720
C -4.2867 -6.7500 -2.8894  0.672
O -3.2468 -7.1573 -3.3824  -0.631
N -5.4777 -7.3145 -3.2167  -0.613
C -6.8023 -6.9644 -2.7346  -0.412
H -3.2849 -5.2648 -1.7431  0.234
H -4.8958 -4.7800 -2.2893  0.225
H -4.7124 -5.9377 -0.9439  0.227
H -5.3955 -8.0686 -3.8802  0.405
H -7.2508 -7.8299 -2.2448  0.202
H -7.4312 -6.6763 -3.5783  0.202
H -6.7609 -6.1420 -2.0288  0.208

---

The following is a DFT calculation (ωB97M-V/def2-TZVPD) of a 10-piece molecular cluster, C20H30N10 overall in a non-equilibrium geometry.

Properties
Spin multiplicity = 2
Energy above the lowest of the compared OMol25 structures with the same formula, charge and spin = 15.00 kcal/mol
E_LUMO (spin up / spin down) = 2.42 / 2.37 eV
Expectation value of S² = 0.751
DFT total energy = -1327.48649 Eh
Net charge = -1
HOMO-LUMO gap (spin up / spin down) = 0.077 / 0.415 hartree

Last column: Mulliken spin population.
CARTESIAN COORDINATES (ANGSTROEM)
C 3.1972 3.3442 1.5534  0.194
C 3.6021 4.8266 1.3273  0.050
N 3.9545 5.8990 1.2089  -0.019
H 2.1445 3.4363 1.8205  0.037
H 3.8002 2.7601 2.2487  -0.158
H 3.1595 2.9270 0.5472  0.031
C -3.8552 0.7561 -1.0818  0.001
C -4.8259 -0.1982 -0.5341  0.098
N -5.6207 -0.9651 -0.0975  -0.047
H -3.9213 1.6374 -0.4439  -0.001
H -4.0489 1.1861 -2.0645  -0.057
H -2.8777 0.2794 -1.0088  0.043
C 1.0010 6.5228 0.0374  -0.032
C 0.4922 5.1238 0.2810  0.148
N 0.0504 4.0534 0.4397  -0.070
H 0.2106 7.0688 -0.4775  -0.018
H 1.9766 6.4865 -0.4475  0.002
H 1.1673 6.9649 1.0198  0.006
C -3.9412 -0.1869 3.8372  0.025
C -3.1283 0.0907 2.7220  0.083
N -2.5318 0.2729 1.7390  -0.051
H -4.8410 -0.3555 3.2455  -0.011
H -4.0134 0.6835 4.4893  0.001
H -3.7280 -1.0643 4.4478  -0.008
C 1.8570 -3.9258 -3.3250  -0.325
C 2.1347 -4.3014 -4.6794  0.248
N 2.3115 -4.5036 -5.8097  -0.088
H 2.6948 -4.2066 -2.6868  0.080
H 0.9862 -4.5239 -3.0563  0.097
H 1.7262 -2.8458 -3.3934  0.170
C 0.0172 -1.1712 4.3474  0.311
C -0.9927 -1.2628 5.3948  -0.020
N -1.7657 -1.2499 6.2718  -0.031
H -0.5987 -0.7210 3.5689  0.202
H 0.3284 -2.1817 4.0827  -0.001
H 0.7826 -0.4686 4.6769  -0.229
C -0.2246 -0.9581 -4.5303  0.159
C -0.2264 0.4258 -4.1188  0.234
N -0.2200 1.5906 -3.8916  -0.069
H 0.7014 -1.3109 -4.9843  0.035
H -1.0391 -1.1252 -5.2352  -0.155
H -0.4007 -1.3948 -3.5472  -0.039
C -2.1686 -3.3279 -0.3862  0.091
C -1.8943 -3.0636 1.0257  0.342
N -1.6182 -2.7766 2.0742  -0.295
H -1.6635 -2.5599 -0.9720  0.241
H -3.2214 -3.3120 -0.6682  -0.051
H -1.8155 -4.3499 -0.5245  -0.205
C 0.3435 0.5580 0.3021  -0.516
C 0.6270 -0.6523 -0.5607  0.365
N 0.8217 -1.5806 -1.2772  -0.470
H -0.5176 1.1238 -0.0538  0.029
H 1.1363 1.2905 0.1512  0.159
H 0.3556 0.2752 1.3547  0.224
C 3.7686 -1.9608 -0.6588  -0.106
C 4.4322 -0.7222 -0.9412  0.236
N 5.0182 0.2845 -1.1836  -0.106
H 3.2388 -1.7372 0.2672  0.218
H 4.6144 -2.6112 -0.4360  -0.232
H 3.0481 -2.2923 -1.4066  0.251

---

The following is a DFT calculation (ωB97M-V/def2-TZVPD) of one molecule with the formula C20H30N2O3S.

Properties
Energy above the lowest of the compared OMol25 structures with the same formula, charge and spin = 0.00 kcal/mol
E_LUMO = 0.70 eV
DFT total energy = -1513.56592 Eh
HOMO-LUMO gap = 0.335 hartree

Last column: natural (NBO) charge in e.
CARTESIAN COORDINATES (ANGSTROEM)
C 2.7052 1.1194 -2.7259  -0.253
O 2.4023 0.7286 -1.4076  -0.503
C 3.4245 0.4752 -0.5530  0.413
C 4.7729 0.5277 -0.8930  -0.324
C 5.7427 0.2085 0.0419  -0.173
C 5.3912 -0.1755 1.3229  -0.248
C 4.0528 -0.2323 1.6703  -0.166
C 3.0679 0.0954 0.7507  -0.211
C 1.6319 0.0868 1.1582  0.690
O 0.8994 1.0574 1.0661  -0.638
N 1.2268 -1.0917 1.6783  -0.595
C -0.1251 -1.3259 2.1591  -0.161
C -0.1421 -2.5149 3.1129  -0.404
C -1.5179 -2.7476 3.7236  -0.525
S -2.1526 -1.2916 4.6313  0.156
C -3.4239 -0.7096 3.4721  -0.734
C -1.0498 -1.5553 0.9410  0.677
O -1.4456 -2.6563 0.6105  -0.649
N -1.3579 -0.4067 0.3238  -0.637
C -2.0376 -0.3397 -0.9577  -0.043
C -0.9765 -0.1821 -2.0585  -0.416
C -1.4771 0.4118 -3.3753  -0.409
C -1.4356 1.9399 -3.3942  -0.391
C -2.5257 2.6122 -2.5653  -0.389
C -2.5438 2.1881 -1.0979  -0.412
C -3.0898 0.7726 -0.9012  -0.409
H 1.7452 1.2630 -3.2190  0.202
H 3.2670 0.3430 -3.2550  0.178
H 3.2676 2.0579 -2.7474  0.181
H 5.0780 0.8197 -1.8852  0.222
H 6.7835 0.2607 -0.2408  0.216
H 6.1511 -0.4246 2.0469  0.218
H 3.7628 -0.5119 2.6728  0.219
H 1.8374 -1.8916 1.6209  0.407
H -0.4422 -0.4162 2.6835  0.238
H 0.1353 -3.4161 2.5595  0.222
H 0.5873 -2.3435 3.9075  0.212
H -1.4697 -3.5634 4.4444  0.227
H -2.2442 -2.9918 2.9520  0.240
H -2.9800 -0.5162 2.5003  0.216
H -4.2072 -1.4584 3.3932  0.215
H -3.8276 0.2070 3.8894  0.229
H -0.8390 0.4254 0.5979  0.434
H -2.5517 -1.3000 -1.0787  0.225
H -0.5514 -1.1715 -2.2427  0.217
H -0.1683 0.4429 -1.6718  0.211
H -0.8319 0.0484 -4.1796  0.207
H -2.4873 0.0608 -3.5899  0.199
H -1.5318 2.2832 -4.4279  0.204
H -0.4603 2.2709 -3.0286  0.189
H -2.3747 3.6934 -2.6190  0.205
H -3.5018 2.3977 -3.0085  0.191
H -1.5426 2.2725 -0.6738  0.202
H -3.1871 2.8844 -0.5549  0.211
H -3.8563 0.5785 -1.6532  0.203
H -3.5768 0.7016 0.0747  0.216

---

The following is a DFT calculation (ωB97M-V/def2-TZVPD) of C20H30N3O5PW as an isolated structure in a non-equilibrium geometry.

Properties
Spin multiplicity = 3
E_LUMO (spin up / spin down) = -17.01 / -17.15 eV
Expectation value of S² = 2.062
DFT total energy = -1727.29438 Eh
Net charge = +4
HOMO-LUMO gap (spin up / spin down) = 0.186 / 0.179 hartree

Last column: Mulliken spin population.
CARTESIAN COORDINATES (ANGSTROEM)
N -2.2363 2.9349 0.0908  0.011
C -1.8730 3.4259 -0.9017  0.008
C -1.4886 4.0319 -2.1480  0.000
H -0.3939 4.0882 -2.2249  0.000
H -1.9027 5.0450 -2.2379  0.001
H -1.8558 3.4419 -2.9950  0.002
N -3.0866 -1.7650 -1.2675  -0.118
C -4.0392 -2.2211 -1.7511  0.100
C -5.1448 -2.7290 -2.5177  -0.004
H -6.0923 -2.3823 -2.0818  0.004
H -5.1191 -3.8284 -2.5314  0.007
H -5.0985 -2.3692 -3.5556  0.002
N 1.4339 -3.2034 -0.3366  0.018
C 1.9325 -3.5695 -1.3225  0.016
C 2.4707 -4.0628 -2.5711  0.001
H 1.6441 -4.3053 -3.2546  0.002
H 3.0761 -4.9699 -2.4101  0.002
H 3.1008 -3.2996 -3.0527  0.000
W -1.4258 -0.8368 -0.2931  2.042
C -0.5401 -1.8333 -1.8002  -0.121
O -0.2202 -2.3213 -2.8160  0.141
C -1.9566 0.5644 -1.6741  -0.121
O -2.3202 1.1322 -2.6322  0.119
C -2.7521 0.1648 1.8463  0.047
C -1.5998 -0.0741 2.6085  -0.077
C -0.8744 -1.2404 2.4217  -0.072
C -1.3582 -2.2482 1.5470  0.136
C -2.7275 -2.1883 1.2046  -0.042
C -3.3855 -0.9339 1.2386  -0.067
H -3.1757 1.1656 1.7292  0.012
H -1.2699 0.6868 3.3123  -0.003
H 0.0777 -1.4209 2.9121  -0.004
H -0.7529 -3.1156 1.2800  -0.002
H -3.2249 -3.0942 0.8735  0.001
H -4.3836 -0.8160 0.8095  0.000
C 1.1791 4.2066 0.3549  0.001
C 1.5870 3.0195 -0.4657  -0.002
O 0.5421 1.9512 -0.3781  0.016
P 0.6231 0.4511 0.2413  -0.080
O 0.9773 0.6483 1.8194  -0.008
C 1.7162 1.7018 2.5082  -0.001
C 2.5318 1.1093 3.6234  -0.001
O 1.9743 -0.1982 -0.3439  0.028
C 2.9976 -0.8576 0.5230  0.002
C 4.1564 -1.1829 -0.3647  0.002
H 0.1547 4.4969 0.1353  0.000
H 1.8331 5.0563 0.1481  0.000
H 1.2641 4.0146 1.4239  0.000
H 1.6314 3.2712 -1.5333  0.000
H 2.5568 2.5983 -0.1566  0.001
H 2.3917 2.2098 1.8075  0.000
H 0.9891 2.4248 2.9002  0.000
H 3.3370 0.4690 3.2432  0.000
H 3.0082 1.9387 4.1573  0.000
H 1.9234 0.5354 4.3326  0.000
H 3.2714 -0.1546 1.3239  0.001
H 2.5479 -1.7646 0.9436  0.002
H 4.7818 -0.2930 -0.4704  0.000
H 4.7457 -1.9864 0.0813  0.000
H 3.8410 -1.5187 -1.3529  -0.001